(1)
{"formula": "C29H21F3N5O3Tl", "method": "ωB97M-V with the def2-TZVPD basis set", "elements": ["Tl", "C", "C", "N", "N", "C", "O", "C", "C", "C", "C", "C", "C", "C", "C", "C", "C", "C", "N", "H", "H", "H", "H", "H", "H", "H", "H", "H", "H", "H", "H", "O", "N", "N", "O", "C", "C", "C", "C", "C", "C", "H", "H", "H", "H", "H", "F", "C", "F", "F", "C", "C", "C", "C", "C", "C", "C", "C", "H", "H", "H", "H"], "xyz": [[-0.35550, -0.80095, -0.08193], [-0.10872, 3.42402, 1.93197], [0.03374, 1.96740, 1.62398], [-0.50080, 1.41831, 0.60391], [-1.23848, 2.11697, -0.28299], [-2.17026, 1.34973, -0.83318], [-2.43913, 0.15642, -0.47174], [-2.90990, 1.94026, -1.98141], [-3.68083, 1.10666, -2.78394], [-4.31767, 1.61506, -3.90687], [-4.19825, 2.96060, -4.22481], [-3.44096, 3.79896, -3.41571], [-2.79416, 3.29147, -2.30031], [0.77784, 1.06418, 2.54372], [1.64177, 1.56265, 3.51038], [2.26432, 0.67790, 4.37523], [1.99440, -0.67511, 4.26387], [1.12201, -1.08690, 3.26761], [0.53525, -0.24533, 2.42659], [-0.92178, 3.83887, 1.34406], [-0.30093, 3.58033, 2.99343], [0.80861, 3.95737, 1.66929], [-3.75589, 0.06012, -2.52314], [-4.90520, 0.96033, -4.53731], [-4.69174, 3.35485, -5.10412], [-3.35170, 4.85026, -3.65948], [-2.19112, 3.92984, -1.66904], [1.82456, 2.62586, 3.57899], [2.94643, 1.04332, 5.13167], [2.44391, -1.39946, 4.92807], [0.87158, -2.13447, 3.15561], [-0.99745, -2.71894, 0.79698], [-0.10669, -3.55341, 1.19444], [1.10262, -3.24961, 0.94310], [1.49660, -2.16809, 0.33830], [2.12218, -4.14842, 1.43176], [1.79408, -5.42808, 1.85851], [2.80078, -6.24752, 2.33857], [4.11562, -5.79822, 2.38790], [4.42323, -4.52078, 1.94776], [3.42534, -3.68654, 1.46277], [0.77096, -5.77032, 1.81129], [2.55482, -7.24759, 2.66954], [4.89590, -6.44762, 2.76166], [5.44482, -4.16578, 1.97328], [3.64101, -2.69176, 1.10319], [-0.17530, 2.70159, -8.99848], [-1.09238, 1.80167, -8.58745], [-2.28335, 2.43518, -8.61666], [-1.13861, 0.83434, -9.51798], [-0.78207, 1.27273, -7.21826], [-0.79091, 2.16276, -6.14977], [-0.52769, 1.70748, -4.87402], [-0.25748, 0.35392, -4.65228], [-0.23873, -0.52608, -5.73165], [-0.50025, -0.06754, -7.01364], [-0.06649, -0.10560, -3.30556], [0.06584, -0.39186, -2.13928], [-1.01831, 3.20736, -6.31985], [-0.55478, 2.38248, -4.02982], [-0.03004, -1.57321, -5.56036], [-0.49418, -0.75378, -7.84872]], "homo_energy_ev": -8.3, "homo_lumo_gap_ha": 0.2910, "lumo_energy_ha": -0.0148, "total_energy_ha": -2089.10911, "total_charge": 0, "relative_energy_ev": 0.452}

---

(2)
{"formula": "C3H8N2", "method": "ωB97M-V with the def2-TZVPD basis set", "elements": ["C", "N", "N", "C", "C", "H", "H", "H", "H", "H", "H", "H", "H"], "xyz": [[1.33769, 0.73342, 1.61334], [0.22831, 0.18119, 1.35371], [0.02828, -0.45164, 0.23493], [-1.69765, -0.62621, 0.07842], [0.63768, -0.08291, -0.97621], [1.45387, 0.95846, 2.71341], [2.07914, 1.12157, 1.02406], [-2.10084, -1.58758, 0.38355], [-1.94738, 0.28788, 0.55087], [-1.85858, -0.51082, -1.05508], [0.03371, -0.64814, -1.65538], [0.51512, 0.90439, -1.31551], [1.68485, -0.36026, -1.16320]], "homo_energy_ev": -8.2, "homo_lumo_gap_ha": 0.3421, "lumo_energy_ha": 0.0392, "total_energy_ha": -228.48809, "total_charge": 0, "relative_energy_ev": 4.369, "smiles": "C=NN(C)C"}

---

(3)
{"formula": "C4H2O3", "method": "ωB97M-V with the def2-TZVPD basis set", "elements": ["O", "C", "C", "C", "C", "O", "O", "H", "H"], "xyz": [[2.13133, -1.00294, -0.02222], [1.03557, -0.61671, -0.03502], [0.67151, 0.82034, -0.13487], [-0.69905, 0.74215, 0.20962], [-1.04139, -0.63852, 0.06564], [-2.22183, -0.98707, -0.17635], [0.05869, -1.42148, 0.15193], [1.42763, 1.53273, -0.30760], [-1.36246, 1.57150, 0.24888]], "homo_energy_ev": -11.0, "homo_lumo_gap_ha": 0.3580, "lumo_energy_ha": -0.0474, "total_energy_ha": -379.30355, "total_charge": 0, "relative_energy_ev": 1.008, "smiles": "O=C1C=CC(=O)O1"}

---

(4)
{"formula": "C23H53NO4P3Tl", "method": "ωB97M-V with the def2-TZVPD basis set", "elements": ["Tl", "P", "P", "N", "C", "H", "H", "C", "H", "H", "C", "H", "H", "C", "H", "H", "C", "C", "H", "H", "H", "C", "C", "H", "H", "H", "C", "C", "H", "H", "H", "C", "C", "H", "H", "H", "C", "O", "C", "H", "H", "H", "C", "H", "H", "H", "C", "H", "H", "H", "C", "H", "H", "H", "H", "H", "H", "H", "H", "H", "C", "C", "O", "P", "O", "C", "C", "O", "C", "C", "H", "H", "H", "H", "H", "H", "H", "H", "H", "H", "H", "H", "H", "H", "H"], "xyz": [[0.80009, -0.65762, -0.75165], [2.67874, 0.78407, -1.03184], [-0.76858, -2.39728, -1.28059], [2.12176, -1.88421, -2.35699], [3.45671, 0.16406, -2.58465], [3.61867, 1.02178, -3.25812], [4.46268, -0.22250, -2.32347], [2.66963, -0.91145, -3.31960], [1.83400, -0.48902, -3.89038], [3.30249, -1.49081, -4.01330], [1.43953, -3.11393, -2.84006], [1.71835, -3.90920, -2.14219], [1.86736, -3.33178, -3.81675], [-0.07753, -2.95162, -2.88776], [-0.54140, -3.91722, -3.17080], [-0.36391, -2.21817, -3.65937], [-2.51684, -2.00616, -1.43998], [-2.87612, -0.53215, -1.69257], [-2.67874, -0.21077, -2.71637], [-2.32940, 0.12426, -1.00510], [-3.94701, -0.37987, -1.49380], [-0.54804, -3.77509, -0.10698], [-0.94826, -3.36488, 1.32806], [-0.21829, -3.75664, 2.04154], [-1.92727, -3.76769, 1.60577], [-0.97118, -2.27344, 1.42748], [3.92553, 0.61125, 0.27070], [3.59036, 1.53410, 1.44944], [4.12764, 1.23585, 2.36570], [2.52293, 1.52606, 1.65939], [3.90827, 2.56190, 1.22257], [2.30939, 2.53761, -1.36507], [1.43688, 3.20834, -0.32853], [1.02236, 4.15530, -0.72318], [1.98175, 3.46791, 0.59965], [0.59238, 2.58794, -0.04143], [-0.12388, 0.46490, -2.19608], [-0.61652, 1.16546, -3.03964], [-1.33352, -5.03064, -0.58357], [-1.99970, -4.80612, -1.41261], [-0.64812, -5.82781, -0.89864], [-1.93397, -5.42901, 0.24215], [5.28050, 0.97002, -0.36003], [5.83664, 1.64478, 0.30281], [5.87514, 0.07895, -0.53015], [5.16083, 1.48344, -1.32024], [3.62065, 3.30531, -1.61294], [3.39054, 4.34778, -1.87161], [4.25346, 3.32394, -0.72258], [4.19614, 2.88505, -2.44165], [-3.26212, -2.57626, -0.24152], [-2.91425, -2.12907, 0.68905], [-4.33378, -2.34923, -0.30846], [-3.13989, -3.64464, -0.17638], [-2.80533, -2.58193, -2.34467], [1.73646, 2.50183, -2.29994], [0.51994, -3.99415, -0.10744], [3.95394, -0.43743, 0.62912], [2.80691, -2.11802, -1.63877], [1.51646, -1.61993, 0.32506], [-4.09261, -0.94930, 2.68591], [-3.63902, -0.04866, 1.60152], [-2.28040, -0.33539, 1.17837], [-0.97541, 0.72295, 1.60833], [-1.56271, 0.73372, 3.17304], [-2.51614, 1.62202, 3.93693], [-3.15283, 2.90519, 3.40371], [0.32379, 1.85005, 1.87582], [-0.19502, 3.20356, 2.24278], [-1.20151, 3.79808, 1.28268], [-4.15240, -1.99761, 2.36364], [-5.11980, -0.67290, 2.97158], [-3.46944, -0.95696, 3.57937], [-4.22789, -0.14382, 0.70149], [-3.72945, 1.06975, 1.82619], [-1.95899, 1.86653, 4.82717], [-3.34248, 0.99890, 4.24754], [-3.73605, 2.88869, 2.47533], [-3.89664, 3.19465, 4.16294], [-2.48325, 3.77244, 3.39598], [-0.53851, 3.05116, 3.27283], [0.67965, 3.79939, 2.32565], [-2.09287, 3.19449, 1.07499], [-1.52035, 4.76624, 1.70012], [-0.83117, 4.08070, 0.27507]], "homo_energy_ev": -13.0, "homo_lumo_gap_ha": 0.2178, "lumo_energy_ha": -0.2599, "total_energy_ha": -2459.59095, "total_charge": 2}